(1)
19
Properties=species:S:1:pos:R:3:forces:R:3 method="wB97M-V/def2-TZVPD" e_above_lowest_kcal_mol=43.1 spin_multiplicity=1 lumo_energy_ha=0.0401 homo_ev=-10.4 gap_ha=0.4211 max_force_ha_per_bohr=0.0722
C 0.944526 1.224367 1.397368 1.4 1.7 0.5
C 2.304988 0.422532 1.353333 -0.5 -2.9 0.6
C -0.460884 0.616340 1.459157 -0.7 1.1 -0.2
H 1.011518 1.798095 2.325069 0.3 0.5 -0.3
H 1.021620 1.931816 0.532220 -0.3 -0.4 0.8
H 3.094914 0.792120 0.680088 -0.4 0.7 0.7
H -0.402860 -0.431748 1.654258 -0.5 -0.8 -0.1
H 2.122280 -0.555364 0.846159 -0.2 0.3 0.3
H 2.755444 0.047304 2.376092 -0.9 1.3 -1.8
H -1.254418 1.111759 2.073343 1.5 -0.3 1.0
H -1.017036 0.902104 0.580948 0.5 -0.8 -0.9
C -1.151956 -0.345600 -1.512518 -1.9 -0.6 2.5
C -1.405183 -1.619415 -2.340387 3.1 -0.6 1.9
H -1.960700 0.363244 -1.761644 0.5 0.2 0.3
H -1.349986 -0.627013 -0.372081 0.7 0.6 -2.7
H -0.155607 0.171216 -1.577064 -0.9 -0.8 -0.2
H -0.363611 -2.044660 -2.408056 -1.2 -0.6 0.2
H -1.590945 -1.394546 -3.316803 -0.9 0.7 -2.8
H -2.142102 -2.362550 -1.989482 0.5 0.6 0.2

---

(2)
19
Properties=species:S:1:pos:R:3:forces:R:3 method="wB97M-V/def2-TZVPD" e_above_lowest_kcal_mol=47.7 spin_multiplicity=1 lumo_energy_ha=0.0384 homo_ev=-10.6 gap_ha=0.4269 max_force_ha_per_bohr=0.1237
C 0.687113 0.236693 1.550531 0.1 0.4 1.2
C 1.266628 0.277133 3.013243 0.3 -0.6 0.0
C -0.696673 -0.286406 1.223348 -1.6 -0.9 -2.0
H 1.379501 -0.255875 0.803313 -0.2 1.0 1.2
H 0.564598 1.301382 1.419679 0.5 0.3 -1.2
H 2.139245 0.961361 2.998895 -0.3 -0.4 -0.1
H 0.629017 0.688659 3.888635 0.5 -1.1 -1.7
H -1.258463 -1.108927 1.653543 0.6 -0.2 1.7
H -0.570506 -0.893905 0.231788 -0.6 2.1 0.9
H 1.675906 -0.742642 3.162658 -0.4 0.6 0.9
H -1.470370 0.563102 1.235595 1.1 -1.3 -0.7
C 0.119608 -0.102303 -2.944344 -0.1 0.5 -3.1
C -1.334043 -0.044305 -2.345812 4.9 -0.1 4.0
H 0.139056 0.603357 -3.844446 0.4 -0.5 1.3
H 1.072847 0.044725 -2.360296 -1.6 0.2 0.1
H 0.279416 -1.061387 -3.455611 -0.1 0.0 0.2
H -2.144736 0.160044 -2.960871 -1.1 0.4 -1.1
H -1.347644 -0.991644 -1.808014 -1.1 -0.2 -0.2
H -1.130501 0.650936 -1.461834 -1.4 -0.3 -1.3

---

(3)
19
Properties=species:S:1:pos:R:3:forces:R:3 method="wB97M-V/def2-TZVPD" e_above_lowest_kcal_mol=9.0 spin_multiplicity=1 lumo_energy_ha=0.0406 homo_ev=-11.4 gap_ha=0.4591 max_force_ha_per_bohr=0.0229
C 1.086849 -0.361949 0.734185 0.4 -0.9 0.4
C 2.320368 0.556425 0.782914 0.0 -0.5 0.4
C 1.520716 -1.743582 0.194577 -0.3 0.0 -0.2
H 0.754040 -0.573136 1.755188 0.1 0.3 0.1
H 0.209515 0.040162 0.245055 0.2 0.2 -0.4
H 2.549185 1.147876 -0.100942 -0.4 0.1 -0.1
H 3.165139 -0.118789 0.902911 0.3 0.1 0.1
H 1.824559 -1.713161 -0.856073 0.3 0.2 0.2
H 2.327457 -2.101415 0.836963 0.2 0.0 -0.3
H 2.328144 1.185270 1.671605 -0.1 0.3 -0.1
H 0.787680 -2.545920 0.231106 -0.5 0.2 0.2
C -2.350981 0.025788 -0.931921 1.0 -0.1 0.5
C -2.433825 1.534417 -0.716347 -0.2 0.1 -0.2
H -1.579387 -0.306647 -0.237490 -0.2 -0.4 0.2
H -3.251502 -0.533279 -0.691428 -0.2 0.2 -0.1
H -1.930318 -0.303085 -1.882336 -0.5 0.3 -0.3
H -1.571933 2.057820 -1.132824 0.1 -0.1 -0.1
H -3.320526 1.993750 -1.155383 0.0 -0.1 0.0
H -2.435172 1.759448 0.350233 -0.1 0.0 0.0

---

(4)
19
Properties=species:S:1:pos:R:3:forces:R:3 method="wB97M-V/def2-TZVPD" e_above_lowest_kcal_mol=31.8 spin_multiplicity=1 lumo_energy_ha=0.0417 homo_ev=-11.0 gap_ha=0.4455 max_force_ha_per_bohr=0.0592
C -1.067485 0.718106 -1.200488 0.3 -0.2 -2.5
C -0.514130 2.227124 -1.458807 -0.1 -0.3 2.9
C -1.738670 0.200015 0.141692 1.7 -0.5 -1.6
H -1.768461 0.585255 -2.076092 0.1 0.1 1.1
H -0.251009 -0.006003 -1.585815 -0.9 1.2 1.1
H -0.268067 2.454093 -2.477374 0.2 -0.5 -0.6
H 0.362504 2.439786 -0.808066 -0.1 -0.5 -0.6
H -2.323110 -0.716499 -0.030157 0.4 0.2 -0.3
H -0.971962 -0.071291 0.893481 -0.6 0.6 -0.2
H -1.134181 3.097205 -1.134221 -0.5 -1.1 -0.2
H -2.453657 0.902703 0.462217 -0.6 1.1 0.8
C 1.256194 -1.893027 0.585999 1.2 -1.0 -2.2
C 1.694287 -1.048155 1.793775 -1.6 -1.8 1.9
H 2.108883 -1.737567 -0.150959 -1.2 -0.2 0.3
H 1.341906 -2.998885 0.733279 -0.5 0.9 0.2
H 0.283915 -1.678785 -0.021280 1.7 -0.1 1.7
H 2.176567 -1.616268 2.694489 -1.3 0.6 -1.7
H 0.827881 -0.465742 2.130594 0.4 -0.1 0.4
H 2.438594 -0.392063 1.507733 1.4 1.6 -0.7

---

(5)
19
Properties=species:S:1:pos:R:3:forces:R:3 method="wB97M-V/def2-TZVPD" e_above_lowest_kcal_mol=11.9 spin_multiplicity=1 lumo_energy_ha=0.0422 homo_ev=-11.3 gap_ha=0.4567 max_force_ha_per_bohr=0.0301
C -1.912935 1.143176 -0.979824 0.1 0.6 0.0
C -2.189240 2.663431 -1.002511 0.0 -0.8 -1.0
H -2.115680 0.750997 -1.974107 0.2 -0.3 0.0
H -0.884291 0.928783 -0.699692 0.0 0.0 -0.1
H -2.555215 0.623330 -0.269590 -0.1 0.0 0.0
H -2.884673 2.831314 -1.824109 -0.7 0.2 0.5
H -1.347070 3.235400 -1.391540 0.4 0.0 0.7
H -2.568166 3.008833 -0.048552 0.1 0.4 -0.1
C 1.699369 -0.936729 0.386628 -1.4 -0.6 -0.1
C 0.473956 -0.713895 1.324452 0.8 -1.1 -0.3
C 2.320111 -2.320391 0.489204 1.4 -0.1 -0.5
H 1.319310 -0.833137 -0.634217 0.3 0.3 0.0
H 2.440939 -0.171015 0.582815 0.2 0.1 -0.2
H 0.200436 -1.661802 1.799252 0.2 0.1 0.2
H -0.394494 -0.464839 0.730209 -0.1 0.6 0.2
H 2.927952 -2.402433 1.393396 -0.2 -0.2 0.1
H 1.694424 -3.202564 0.369201 -0.7 0.3 0.4
H 0.751832 -0.004193 2.094533 -0.5 0.3 0.1
H 3.023440 -2.474259 -0.345554 0.1 0.3 0.2

---

(6)
19
Properties=species:S:1:pos:R:3:forces:R:3 method="wB97M-V/def2-TZVPD" e_above_lowest_kcal_mol=16.7 spin_multiplicity=1 lumo_energy_ha=0.0416 homo_ev=-11.2 gap_ha=0.4538 max_force_ha_per_bohr=0.0560
C 0.610550 -0.919963 1.843071 -1.0 -2.1 0.6
C 0.780418 -2.389669 1.304978 0.6 2.2 -1.8
H -0.410115 -0.667498 1.565029 0.0 0.5 0.1
H 0.635042 -1.012168 2.932180 0.2 0.6 0.0
H 1.291434 -0.178406 1.457991 0.4 0.0 -0.1
H 1.755576 -2.801160 1.554693 -0.3 -0.4 0.4
H -0.100971 -2.992271 1.542515 0.5 -0.1 0.1
H 0.852530 -2.226317 0.195717 -0.4 -0.7 0.7
C -0.657540 0.574526 -1.191327 0.1 0.7 -1.7
C 0.727816 1.166315 -1.555060 0.4 -0.1 2.3
C -1.621885 1.621300 -0.675611 -0.2 1.2 -0.2
H -1.060368 0.185350 -2.132609 -0.1 -0.3 0.2
H -0.531236 -0.260771 -0.510442 -0.1 0.0 0.0
H 0.979715 1.975509 -0.847697 -0.3 -0.1 -0.1
H -2.625392 1.611926 -1.103154 -0.2 -0.8 0.5
H -1.626837 1.689383 0.411901 -0.3 -0.1 0.0
H 0.912515 1.623200 -2.524449 -0.3 -0.6 -0.3
H 1.428627 0.383808 -1.231056 0.4 0.2 -1.0
H -1.339880 2.616905 -1.036670 0.5 0.0 0.2

---

(7)
19
Properties=species:S:1:pos:R:3:forces:R:3 method="wB97M-V/def2-TZVPD" e_above_lowest_kcal_mol=7.9 spin_multiplicity=1 lumo_energy_ha=0.0404 homo_ev=-11.2 gap_ha=0.4523 max_force_ha_per_bohr=0.0195
C 0.509329 1.367200 -0.103298 -0.1 0.0 -0.6
C 1.742662 1.911479 -0.815207 0.9 -0.2 0.2
C -0.723497 2.272787 -0.284625 -0.2 -0.3 0.6
H 0.278159 0.386775 -0.534777 0.1 0.1 0.1
H 0.753459 1.193680 0.941860 -0.1 0.0 0.1
H 1.505122 2.353945 -1.779376 -0.1 0.1 0.0
H -1.588285 1.715908 -0.647010 0.2 0.0 -0.5
H 2.473835 1.122815 -1.005567 -0.1 -0.2 -0.1
H 2.335759 2.615100 -0.214343 -0.5 0.2 -0.1
H -1.099869 2.629052 0.668427 0.2 0.4 0.3
H -0.509384 3.130902 -0.926508 -0.2 -0.2 0.0
C -1.128343 -2.862670 -0.021335 0.5 -0.7 0.5
C -0.352562 -2.329770 1.177727 0.4 0.6 0.3
H -0.509908 -3.578406 -0.581698 0.0 0.4 0.0
H -2.000175 -3.456292 0.276418 -0.1 0.5 -0.1
H -1.351909 -2.018460 -0.666880 -0.5 -0.2 -0.2
H 0.424638 -1.655150 0.817841 0.1 0.1 0.0
H 0.170127 -3.050391 1.793869 0.0 -0.6 -0.1
H -0.929157 -1.748501 1.904484 -0.3 0.0 -0.4

---

(8)
19
Properties=species:S:1:pos:R:3:forces:R:3 method="wB97M-V/def2-TZVPD" e_above_lowest_kcal_mol=12.8 spin_multiplicity=1 lumo_energy_ha=0.0396 homo_ev=-11.1 gap_ha=0.4492 max_force_ha_per_bohr=0.0403
C 0.861955 -2.243784 0.318970 -0.4 -0.9 0.7
C 1.817552 -3.096915 -0.566416 -0.5 1.7 1.1
H 0.709652 -2.581740 1.354459 0.5 -0.2 -0.2
H 1.171967 -1.202771 0.396574 0.0 0.0 -0.3
H -0.152595 -2.309350 -0.085607 0.1 0.3 -0.3
H 1.784082 -2.461537 -1.456718 0.6 -1.0 -0.5
H 1.452313 -4.104759 -0.683569 -0.2 -0.2 -0.4
H 2.825252 -3.150145 -0.137120 -0.2 0.2 -0.3
C -1.207751 2.283987 -0.339471 -1.1 -1.5 0.2
C -1.924545 1.128921 0.410360 0.4 0.1 -0.1
C 0.242505 2.483589 0.070878 0.2 0.0 -0.9
H -1.444993 2.027904 -1.374043 0.9 0.4 -0.3
H -1.743769 3.212075 -0.148008 -0.1 0.1 0.0
H -2.875382 0.853663 -0.057665 -0.1 0.5 0.4
H 0.241792 3.077038 0.989688 0.5 0.1 -0.3
H 0.850324 1.594251 0.227212 -0.5 -0.5 0.3
H -2.007586 1.381222 1.456640 -0.5 0.0 0.4
H -1.383355 0.181323 0.401993 0.5 0.1 -0.2
H 0.782577 2.927024 -0.778166 -0.1 0.7 0.6